1.
Density functional theory data (the ωB97M-V functional and the def2-TZVPD basis) for an isolated molecule of C26H30N6O2S in a non-equilibrium geometry.

SMILES: Cc1ccc(S(=O)(=O)Nc2ccc3c(c2)nc(CCN2CCN(c4ccccn4)CC2)n3C)cc1
relative energy (zero: lowest compared OMol25 entry of this formula, charge and spin): 112.5 kJ/mol
HOMO-LUMO gap: 8.3 eV
molar mass: 490.63 g/mol
total energy: -1885.986778 Ha
LUMO level: 0.6 eV

```
! RIJCOSX wB97M-V def2-TZVPD def2/J DEFGRID3
* xyz 0 1
S 2.365 1.480 -3.712
O 1.903 2.009 -4.963
O 3.417 0.507 -3.728
N -3.159 -0.150 2.221
N 0.998 0.889 -2.950
N -1.357 1.017 1.412
N -1.321 -2.755 -0.661
N 0.469 -3.318 0.546
N -2.654 -2.914 2.582
C -3.627 -2.466 1.594
C -1.684 -4.598 0.905
C -0.294 -1.920 -1.004
C -0.848 -3.555 0.258
C -2.156 -4.248 2.345
C 4.106 4.884 -2.490
C -4.216 -1.117 2.019
C -3.243 0.800 -0.032
C 3.692 3.802 -3.246
C -1.622 -1.921 2.826
C -2.582 0.533 1.180
C 2.442 2.971 -1.370
C -0.253 -0.887 -1.928
C 2.861 2.854 -2.679
C 0.849 -2.254 -0.243
C -2.611 1.576 -0.977
C 1.306 -3.982 1.503
C 0.936 -0.188 -2.062
C 2.859 4.058 -0.619
C -1.341 2.083 -0.721
C -0.772 1.764 0.496
C 4.159 6.189 -0.349
C 2.034 -1.552 -0.381
C 3.694 5.025 -1.168
C -2.275 -0.612 3.271
C 2.060 -0.514 -1.291
H 2.528 4.158 0.404
H 0.908 -4.970 1.724
H 4.253 7.082 -0.963
H -1.145 -5.547 0.949
H -2.962 -4.949 2.594
H 3.472 6.390 0.468
H 0.214 2.122 0.770
H -3.105 1.789 -1.915
H -0.821 2.695 -1.441
H 2.970 0.042 -1.442
H -4.227 0.410 -0.231
H 1.792 2.224 -0.945
H -1.123 -0.638 -2.514
H -4.421 -3.215 1.542
H -1.338 -4.418 3.049
H 5.139 5.972 0.077
H -1.515 0.148 3.449
H -4.929 -0.768 1.275
H -4.739 -1.227 2.974
H -2.558 -4.731 0.266
H -1.019 -1.695 1.934
H -2.869 -0.773 4.173
H 4.754 5.629 -2.928
H 1.367 -3.407 2.432
H 0.174 1.032 -3.511
H 3.991 3.682 -4.275
H -0.965 -2.297 3.615
H 2.311 -4.089 1.092
H -3.178 -2.350 0.597
H 2.911 -1.795 0.199
*
```

These are the Löwdin partial charges, in e, on atoms 1 to 2: S 0.663; O -0.285


2.
Density functional theory data (the ωB97M-V functional and the def2-TZVPD basis) for a structure of composition C26H31BLaN9 in a non-equilibrium geometry.

HOMO-LUMO gap: 7.2 eV
molar mass: 619.32 g/mol
total energy: -1558.301501 Ha
LUMO level: -7.1 eV

```
! RIJCOSX wB97M-V def2-TZVPD def2/J DEFGRID3
* xyz 2 1
La -0.136 -0.870 -0.001
N -2.377 -2.294 -0.001
N 1.160 1.779 -1.286
N 0.241 0.808 -1.605
N -3.504 -1.784 -0.001
N 0.243 0.809 1.602
N 2.282 -0.876 0.002
N 2.875 0.368 -0.001
N -2.433 0.382 0.001
N 1.161 1.781 1.281
C -3.334 -5.894 0.000
C 3.277 -1.778 0.006
C 1.114 2.745 -2.217
C -3.790 2.348 0.000
C -0.370 1.188 -2.738
C -4.938 1.579 -0.002
C -2.069 -6.475 -0.001
C 0.153 2.402 3.156
C -0.931 -5.683 -0.001
C -1.422 0.339 3.360
C -3.556 -0.349 -0.001
C 1.989 3.952 -2.184
C -2.336 -3.730 -0.001
C -3.478 -4.519 0.000
C 2.981 -3.243 0.011
C 1.117 2.746 2.213
C -4.821 0.192 -0.002
C -0.365 1.188 2.737
C 4.501 -1.134 0.006
C -1.071 -4.303 -0.002
C 1.990 3.954 2.177
C 5.163 1.372 0.000
C 0.148 2.401 -3.158
C -1.428 0.339 -3.360
C 4.210 0.225 0.002
C -2.555 1.712 0.001
B 2.055 1.687 -0.003
H -2.361 0.885 3.454
H 1.822 4.541 1.274
H 3.902 -3.820 0.018
H -5.681 -0.462 -0.003
H -1.632 -0.565 2.779
H 0.052 -6.133 -0.002
H 3.045 3.684 2.207
H 1.772 4.583 -3.042
H -3.836 3.428 0.000
H -1.632 2.280 0.002
H -4.457 -4.062 0.001
H 5.479 -1.583 0.009
H -4.214 -6.522 0.000
H -1.126 0.015 4.358
H -1.136 0.018 -4.359
H -1.635 -0.566 -2.779
H -2.368 0.885 -3.449
H 2.426 -3.544 -0.882
H 1.824 4.539 -1.281
H 2.417 -3.537 0.900
H 3.043 3.681 -2.216
H 2.806 2.608 -0.004
H -0.119 2.963 -4.036
H -0.112 2.963 4.035
H 1.775 4.585 3.036
H -0.159 -3.709 -0.003
H 5.033 2.000 0.881
H -5.916 2.042 -0.003
H 5.034 1.996 -0.883
H 6.183 0.995 0.002
H -1.973 -7.553 -0.001
*
```

These are the Löwdin partial charges, in e, on atoms 1 to 2: La 2.076; N -0.078


3.
Density functional theory data (the ωB97M-V functional and the def2-TZVPD basis) for a structure of composition C26H31BN8O3Pt.

relative energy (zero: lowest compared OMol25 entry of this formula, charge and spin): 0.0 kJ/mol
HOMO-LUMO gap (spin up / spin down): 7.7 / 8.3 eV
molar mass: 709.48 g/mol
total energy: -1817.208806 Ha
LUMO level (spin up / spin down): -2.9 / -3.2 eV

```
! RIJCOSX wB97M-V def2-TZVPD def2/J DEFGRID3
* xyz 1 2
Pt -0.284 -0.519 -0.366
O -2.640 -0.267 0.324
O -1.022 -0.737 -2.246
O -2.328 -2.162 -3.367
N -0.013 1.499 -0.522
N 1.938 -0.624 -0.744
N -3.499 0.523 -0.276
N 1.188 0.385 2.045
N 1.004 2.051 0.198
N 2.688 0.184 0.043
N 0.170 -0.410 1.635
N -0.480 -2.541 -0.404
C 2.259 -2.332 -2.499
C 3.995 -0.028 -0.211
C -5.296 2.205 -1.506
C 4.080 -1.003 -1.185
C 5.087 0.717 0.480
C 1.088 3.360 -0.089
C 0.048 -3.413 0.457
C -1.585 -1.897 -2.452
C 2.759 -1.349 -1.496
C -0.125 -4.773 0.284
C 0.109 3.655 -1.016
C -0.553 2.456 -1.284
C 2.247 1.178 4.153
C -0.434 -0.913 2.718
C -4.631 2.600 -0.354
C -1.603 2.239 -2.318
C 1.237 0.395 3.386
C 2.106 4.264 0.519
C -1.161 -2.972 -1.474
C -3.733 1.745 0.243
C -1.583 -1.863 2.685
C -1.388 -4.313 -1.697
C -0.864 -5.230 -0.798
C -4.140 0.114 -1.388
C -5.039 0.945 -2.022
C 0.221 -0.422 3.848
B 1.998 1.174 1.000
H 2.114 0.999 5.218
H 0.612 -2.997 1.280
H 0.317 -5.459 0.993
H -0.019 -0.639 4.875
H -1.129 2.156 -3.298
H 2.806 1.863 1.537
H -5.526 0.589 -2.918
H 5.058 1.779 0.236
H -3.887 -0.875 -1.734
H -0.093 4.613 -1.464
H 5.012 0.622 1.564
H -2.162 1.325 -2.165
H -1.017 -6.291 -0.945
H -1.246 -2.881 2.888
H -2.109 -1.835 1.735
H 6.051 0.322 0.168
H 2.142 2.247 3.969
H 3.262 0.890 3.880
H 3.113 3.995 0.200
H 4.979 -1.400 -1.624
H -1.953 -4.600 -2.572
H 1.912 5.288 0.208
H -3.165 1.966 1.134
H 2.448 -3.358 -2.176
H -2.279 3.092 -2.345
H -6.001 2.866 -1.990
H -4.799 3.571 0.089
H -2.292 -1.597 3.468
H 2.078 4.222 1.607
H 2.765 -2.190 -3.453
H 1.192 -2.202 -2.669
*
```

These are the Löwdin partial charges, in e, on atoms 1 to 2: Pt 1.481; O -0.192


4.
Density functional theory data (the ωB97M-V functional and the def2-TZVPD basis) for a structure of composition C26H31CoN10O3 in a non-equilibrium geometry.

relative energy (zero: lowest compared OMol25 entry of this formula, charge and spin): 114.9 kJ/mol
HOMO-LUMO gap (spin up / spin down): 8.0 / 8.2 eV
molar mass: 590.53 g/mol
total energy: -3165.365783 Ha
LUMO level (spin up / spin down): -2.3 / -2.3 eV

```
! RIJCOSX wB97M-V def2-TZVPD def2/J DEFGRID3
* xyz 1 4
Co -20.434 -1.295 -0.076
O -23.832 -3.393 0.654
O -22.068 -2.482 -0.278
O -19.772 -1.767 -2.019
N -24.162 -4.973 2.629
N -20.225 1.716 0.897
N -18.892 -0.301 0.716
N -17.798 -0.628 -1.942
N -17.614 -2.156 1.673
N -21.386 0.435 -0.760
N -18.970 -3.268 0.242
N -25.167 -6.084 0.920
N -21.662 -0.759 1.619
N -24.766 -7.163 2.948
C -18.744 1.003 2.661
C -22.107 0.420 -1.862
C -21.953 2.787 -2.126
C -21.001 1.632 -0.258
C -18.304 1.859 4.801
C -17.112 -0.145 3.979
C -16.573 -3.727 0.118
C -21.801 -4.343 3.020
C -16.899 -4.633 -0.843
C -18.206 -4.860 -1.301
C -17.710 -3.103 0.691
C -18.747 -1.354 -2.561
C -19.370 0.839 1.284
C -24.670 -6.105 2.149
C -22.787 -2.700 0.686
C -17.356 0.809 5.010
C -23.070 -4.914 3.655
C -18.128 -0.959 1.675
C -19.229 -4.168 -0.743
C -18.966 2.021 3.622
C -21.576 -2.819 2.942
C -17.904 -0.025 2.853
C -22.428 1.555 -2.596
C -21.241 2.831 -0.963
C -22.443 -1.948 2.025
C -18.540 -1.608 -4.075
H -23.452 -1.736 2.434
H -16.992 -0.229 -2.346
H -25.229 -8.032 2.622
H -22.915 -5.943 4.097
H -16.378 -0.931 4.019
H -18.455 2.676 5.552
H -16.816 0.807 5.960
H -21.114 -0.302 2.398
H -24.339 -7.056 3.861
H -22.439 -0.505 -2.343
H -23.388 -4.267 4.506
H -17.467 -1.338 -4.306
H -16.207 -5.137 -1.411
H -24.101 -4.150 1.969
H -20.910 -4.683 3.590
H -22.255 -0.090 1.274
H -18.893 -2.611 -4.304
H -19.179 -0.905 -4.679
H -18.052 -0.397 -0.981
H -21.672 -4.768 1.954
H -20.838 3.755 -0.519
H -20.283 -4.285 -1.112
H -18.350 -5.615 -2.019
H -21.558 -2.477 3.958
H -22.270 3.660 -2.676
H -25.692 -6.891 0.534
H -20.561 -2.774 2.685
H -24.958 -5.288 0.348
H -15.595 -3.463 0.478
H -19.694 2.869 3.524
H -22.904 1.326 -3.575
*
```

These are the Löwdin partial charges, in e, on atoms 1 to 2: Co 0.695; O -0.018